79
Properties=species:S:1:pos:R:3 method="wB97M-V/def2-TZVPD" spin_multiplicity=4 max_force_ev_per_a=3.67 s_squared=3.7622 homo_lumo_gap_ha="0.1882 / 0.2643" de_lowest_kj_mol=0.0 e_homo_ev="-5.1 / -7.1"
O -1.994 -3.003 -1.168
O -2.752 -1.417 -2.722
C -0.513 -2.972 -1.192
C 0.082 -3.917 -0.179
H -0.199 -1.942 -0.970
H -0.254 -3.233 -2.223
H 0.317 -3.372 0.748
H 1.032 -4.259 -0.593
H -0.535 -4.787 0.062
C -2.555 -2.595 0.146
C -3.927 -3.182 0.285
H -2.582 -1.492 0.158
H -1.854 -2.939 0.914
H -4.613 -2.811 -0.477
H -4.317 -2.868 1.256
H -3.889 -4.274 0.237
C -3.185 -0.056 -2.441
C -2.438 -1.709 -4.125
C -4.115 0.037 -1.265
H -3.689 0.303 -3.342
H -2.276 0.557 -2.292
H -4.760 -0.839 -1.160
H -4.758 0.906 -1.430
H -3.584 0.231 -0.331
C -3.433 -2.711 -4.626
H -1.400 -2.066 -4.143
H -2.489 -0.763 -4.682
H -3.484 -3.582 -3.964
H -3.150 -3.046 -5.617
H -4.429 -2.252 -4.676
H -2.381 -2.315 -1.902
Co 1.256 1.385 1.244
C 0.554 1.471 -0.458
Si 1.369 1.807 -2.138
H -0.294 2.189 -0.423
H 0.089 0.457 -0.515
C 2.019 0.163 -2.778
C 2.625 3.182 -2.009
C -0.104 2.217 -3.257
C 2.831 0.383 0.998
Si 4.001 1.395 2.071
H 3.143 0.269 -0.053
H 2.606 -0.627 1.399
C 4.810 2.678 0.962
C 5.263 0.170 2.730
C 3.153 2.308 3.482
H 0.223 2.847 -4.097
H -0.872 2.757 -2.695
H -0.560 1.307 -3.663
H 2.866 -0.203 -2.186
H 2.343 0.294 -3.822
H 1.220 -0.590 -2.753
H 3.460 2.916 -1.343
H 2.138 4.084 -1.604
H 3.031 3.425 -3.005
H 5.550 -0.543 1.945
H 4.847 -0.400 3.571
H 6.166 0.694 3.069
H 2.486 1.646 4.057
H 2.572 3.175 3.128
H 3.948 2.668 4.153
H 5.786 2.948 1.387
H 4.194 3.586 0.898
H 4.967 2.293 -0.053
F 0.148 -2.098 5.127
C 0.370 -0.830 4.723
F -0.167 0.023 5.618
F 1.711 -0.615 4.654
S -0.384 -0.587 3.020
O 0.328 -1.436 2.082
O -1.811 -0.684 3.166
N 0.155 0.980 2.801
S -0.942 2.129 2.304
O 0.014 3.148 1.837
O -1.994 1.664 1.440
C -1.627 2.929 3.905
F -2.389 2.063 4.595
F -0.600 3.342 4.669
F -2.371 3.990 3.530